ORCA calculation (ωB97M-V with the def2-TZVPD basis set) on C20H33N3O4S in the gas phase.

Computed properties:
DFT total energy = -1645.3623 Eh
HOMO-LUMO gap = 9.68 eV
SMILES = CCNS(=O)(=O)CC(=O)N(C)C[C@H](C)NC(=O)C[C@H](C)c1ccc(CC)cc1
ΔE to the lowest compared entry with this formula, charge and spin = 8.8 kcal/mol

Each line ends with the Löwdin charge.
CARTESIAN COORDINATES (ANGSTROEM)
C 0.566 5.262 2.913  -0.085
C -0.471 4.428 2.179  -0.271
N -0.613 4.790 0.766  -0.140
S 0.346 4.199 -0.395  0.601
O 0.397 5.190 -1.431  -0.292
O 1.548 3.669 0.191  -0.288
C -0.529 2.798 -1.077  -0.130
C -0.555 1.628 -0.107  -0.507
O -1.366 1.621 0.807  0.060
N 0.329 0.627 -0.316  -0.088
C 1.418 0.708 -1.283  -0.034
C 0.249 -0.552 0.538  -0.073
C 1.130 -0.505 1.821  -0.297
C 1.938 0.773 1.977  -0.029
N 2.048 -1.639 1.843  0.096
C 1.604 -2.904 2.058  -0.494
O 0.475 -3.143 2.449  0.073
C 2.584 -4.013 1.734  -0.075
C 1.960 -4.971 0.706  -0.328
C 2.959 -6.050 0.297  -0.056
C 1.414 -4.205 -0.482  -0.213
C 2.245 -3.486 -1.335  -0.035
C 1.719 -2.746 -2.386  -0.052
C 0.348 -2.701 -2.623  -0.247
C -0.220 -1.883 -3.758  -0.205
C -1.345 -0.940 -3.334  -0.090
C -0.479 -3.431 -1.775  -0.031
C 0.044 -4.165 -0.722  -0.019
H 0.608 4.969 3.963  0.075
H 1.551 5.120 2.471  0.068
H 0.316 6.324 2.870  0.074
H -0.232 3.369 2.222  0.085
H -1.457 4.535 2.632  0.119
H -0.939 5.719 0.543  0.118
H -1.551 3.120 -1.260  0.119
H -0.032 2.588 -2.022  0.097
H 1.972 1.640 -1.178  0.083
H 2.099 -0.118 -1.091  0.088
H 1.063 0.602 -2.311  0.083
H -0.792 -0.679 0.821  0.130
H 0.540 -1.413 -0.064  0.104
H 0.474 -0.626 2.682  0.145
H 1.292 1.649 1.966  0.060
H 2.480 0.753 2.923  0.088
H 2.662 0.899 1.169  0.080
H 2.944 -1.523 1.398  0.135
H 3.526 -3.609 1.349  0.115
H 2.808 -4.559 2.652  0.130
H 1.108 -5.445 1.198  0.137
H 2.504 -6.757 -0.397  0.085
H 3.831 -5.614 -0.194  0.075
H 3.309 -6.603 1.170  0.081
H 3.319 -3.497 -1.183  0.114
H 2.388 -2.190 -3.035  0.112
H 0.591 -1.309 -4.215  0.102
H -0.591 -2.555 -4.538  0.115
H -1.676 -0.328 -4.174  0.075
H -2.211 -1.490 -2.966  0.069
H -1.020 -0.276 -2.530  0.053
H -1.552 -3.420 -1.928  0.113
H -0.623 -4.698 -0.055  0.121